No. 1
DFT (ωB97M-V/def2-TZVPD) results for a molecular structure, C6H13HfN2.

Each line ends with the Mulliken charge.
Cartesian coordinates (Å):
Hf -0.7718 0.4935 -1.2437  1.06
N 0.7002 -1.0234 -2.0418  -0.74
N -0.2225 -0.1180 0.7914  -0.24
C -0.5270 -1.2798 1.4281  0.10
C 0.8970 0.6541 2.7795  -0.65
C 0.5649 -0.5150 3.4666  -0.12
C -0.1390 -1.4970 2.7562  -0.66
C -1.4129 1.0852 -3.1811  -1.36
C 0.5172 0.8212 1.4531  0.10
H -1.0862 -2.0248 0.8532  0.39
H 0.8805 -0.6730 4.5009  0.41
H 1.4736 1.4478 3.2606  0.37
H 0.7488 -1.1467 -3.0598  0.29
H 0.7962 1.7212 0.8836  0.36
H -1.3532 2.2084 -3.1168  0.31
H 1.6169 -0.6360 -1.7741  0.36
H -2.3910 0.7608 -3.4205  0.42
H 0.9658 1.1842 -1.4154  -0.19
H -0.3690 -2.4600 3.2284  0.35
H 0.6456 -1.9587 -1.6254  0.32
H -0.7428 0.9054 -4.0078  0.33
H -0.7912 2.0506 -0.5155  -0.21

Atomic forces in eV per Å
Hf 1.1 0.8 -1.3
N 1.2 -1.2 -0.1
N 0.6 -1.0 2.3
C 0.6 0.7 0.9
C 0.2 0.1 0.1
C -0.1 0.0 -0.8
C -0.2 -0.6 -0.1
C 0.6 1.1 -0.4
C -0.2 -0.2 0.1
H 0.2 0.2 0.3
H -0.2 0.0 -0.4
H -0.2 -0.3 -0.2
H -0.2 0.1 0.4
H -0.3 -0.6 0.4
H -0.5 -0.7 0.2
H -0.5 -0.3 -0.1
H -1.3 0.0 -0.7
H -0.8 0.1 0.1
H 0.0 0.5 -0.2
H 0.1 0.1 -0.3
H 0.2 -0.4 -0.5
H -0.2 1.4 0.6

Properties
Total charge: +1
ΔE to the lowest compared entry with this formula, charge and spin: 7.45 kcal/mol
2S+1: 1
HOMO energy: -12.652 eV


No. 2
DFT (ωB97M-V/def2-TZVPD) results for 2 unconnected molecules or ions with the total composition C6H13IN.

Each line ends with the Mulliken charge.
Cartesian coordinates (Å):
I -2.2001 0.4695 1.6504  0.13
N -1.5225 -1.5698 -0.5783  -0.40
C -0.8133 0.8075 -1.1108  -0.60
C 1.0420 -1.0034 2.3925  -0.53
C 2.0506 -0.3527 -0.0014  -0.85
C -0.3163 2.2009 -0.6967  -1.38
C -1.0033 -0.1700 -0.0524  -0.44
C 1.2125 -0.8044 1.1221  0.73
H 0.0998 -0.6975 2.7997  0.05
H 2.0298 0.7139 -0.1917  0.21
H -2.4560 -1.6325 -1.1250  0.37
H -1.5095 -2.3479 0.1739  0.43
H 0.5010 2.2742 0.0144  0.33
H -1.7195 1.0924 -1.6790  0.44
H -0.2137 0.3686 -1.8834  0.42
H 1.6953 -1.5000 3.1586  0.29
H -0.7811 -1.9053 -1.2802  0.39
H -1.1472 2.7572 -0.3340  0.43
H -0.0289 2.5791 -1.6629  0.36
H 3.1127 -0.4954 0.3132  0.35
H 1.9677 -0.7843 -1.0290  0.27

Atomic forces in eV per Å
I 0.3 -0.4 -1.0
N 0.6 -1.3 -0.8
C -0.9 1.0 -0.6
C 0.5 -0.7 0.1
C 1.7 -0.8 -0.4
C 0.4 -0.9 -0.6
C 0.5 -1.9 3.1
C -1.3 1.3 -1.6
H -0.9 0.0 0.2
H -0.5 0.3 0.5
H 1.5 0.4 1.2
H -0.2 1.9 -1.2
H 0.1 -0.3 0.0
H -0.2 -0.6 0.3
H 0.9 -0.3 -0.4
H -0.1 0.7 -1.1
H -1.2 0.6 1.1
H -0.6 0.6 0.4
H 0.4 0.9 -0.1
H -0.5 -0.2 -0.2
H -0.4 -0.3 1.1

Properties
Total charge: +1
ΔE to the lowest compared entry with this formula, charge and spin: 98.10 kcal/mol
2S+1: 1
HOMO energy: -11.886 eV